Entry 1:
C27H29AgN5O2S | wB97M-V/def2-TZVPD

Structure (XYZ):
```
65
Properties=species:S:1:pos:R:3
Ag 0.11464 0.61028 0.79503
C -3.38085 0.68648 -1.77450
C -3.64781 -0.08923 -0.51645
C -4.45073 -1.22603 -0.52516
C -4.67472 -1.95900 0.63314
C -4.10185 -1.52988 1.82411
C -3.29662 -0.39328 1.86908
C -2.69370 0.07101 3.16582
C -3.04612 0.32358 0.68451
N -2.07247 1.32577 0.67681
C -2.37648 2.60729 0.52268
O -3.49762 3.13836 0.46451
C -1.14756 3.51720 0.36654
C -1.24306 4.89622 0.27270
C -0.06773 5.61348 0.06838
C 1.14850 4.95388 -0.07401
C 1.15038 3.57084 0.02210
N 0.02597 2.91729 0.26189
C 2.41847 2.73135 -0.19723
O 3.46802 3.35420 -0.43956
N 2.19101 1.42517 -0.17571
C 3.20696 0.48840 -0.36022
C 4.29444 0.34269 0.52129
C 4.43494 1.26663 1.69555
C 5.18814 -0.70779 0.33457
C 5.03481 -1.62241 -0.69993
C 3.95152 -1.48436 -1.55818
C 3.03349 -0.45251 -1.39133
C 1.83866 -0.33197 -2.29684
H -3.85236 0.20913 -2.63570
H -2.30550 0.76624 -1.95655
H -3.76106 1.70654 -1.68107
H -4.90112 -1.54307 -1.46081
H -5.30008 -2.84391 0.61194
H -4.28623 -2.07910 2.74205
H -3.06889 -0.52629 3.99894
H -2.93191 1.12082 3.34629
H -1.60423 -0.00542 3.14939
H -2.21387 5.36501 0.35312
H -0.10317 6.69458 -0.00033
H 2.07894 5.46872 -0.26807
H 3.51550 1.25481 2.28919
H 4.59384 2.29442 1.36633
H 5.26466 0.95644 2.33376
H 6.01848 -0.81315 1.02655
H 5.75091 -2.42327 -0.83906
H 3.81674 -2.18210 -2.38080
H 1.86004 -1.10124 -3.07368
H 1.79086 0.64969 -2.77294
H 0.90611 -0.42958 -1.73113
S 0.95550 -1.43896 2.09814
C 0.34429 -2.35184 0.79466
N -0.97239 -2.45422 0.56582
C -1.57229 -3.04845 -0.62132
C -0.63691 -4.10732 -1.17699
C 0.74594 -3.50090 -1.34164
N 1.18160 -2.95967 -0.06087
H -1.56748 -1.93763 1.20243
H -1.76027 -2.27544 -1.37263
H -2.53660 -3.46546 -0.33701
H -1.00940 -4.47593 -2.13219
H -0.58148 -4.94866 -0.48197
H 0.71990 -2.70553 -2.09367
H 1.47447 -4.24168 -1.66668
H 2.14485 -2.67123 0.03691
```

Summary:
Energy relative to the best compared isomer or geometry (same formula, charge and spin) (kJ/mol): 0.0
Charge: -1
HOMO (eV): -4.396
2S+1: 1
Max |F| (eV/Å): 0.44
Electronic energy (Ha): -2015.8734

Entry 2:
C27H29AgN8O2PS | wB97M-V/def2-TZVPD

Structure (XYZ):
```
69
Properties=species:S:1:pos:R:3
Ag -0.44043 0.37279 -0.31902
N -2.82391 -3.34399 0.76591
C -1.81672 -2.65163 0.17768
S -2.27761 -1.79711 -1.28694
N -0.65130 -2.68791 0.73720
N 0.27876 -1.81673 0.28382
C 1.51761 -2.02616 0.55163
C 2.04273 -3.22538 1.24373
C 2.98146 -3.09564 2.26890
C 3.46262 -4.21475 2.92655
C 3.02235 -5.48045 2.56595
C 2.09401 -5.62027 1.54499
C 1.60214 -4.50168 0.89291
C 2.45981 -0.98085 0.06983
C 3.79829 -1.28191 -0.18108
C 4.63395 -0.29979 -0.68540
C 4.11181 0.95775 -0.93917
C 2.76843 1.17109 -0.67964
N 1.96298 0.23890 -0.18224
H -3.62565 -3.58402 0.21310
H -2.59808 -3.92650 1.55784
H 3.32344 -2.11014 2.56086
H 4.18470 -4.09930 3.72432
H 3.40188 -6.35274 3.08123
H 1.74952 -6.60540 1.25865
H 0.88296 -4.60938 0.09406
H 4.16744 -2.28053 -0.00064
H 5.67478 -0.51742 -0.88432
H 4.72394 1.75202 -1.34256
H 2.30994 2.13255 -0.88351
C -2.88132 0.55089 3.61356
C -2.48628 0.19528 2.31927
N -1.92494 1.03721 1.47505
C -1.69580 2.30444 1.88503
C -2.03348 2.75029 3.17626
C -2.65573 1.83255 4.04163
C -1.73370 4.09284 3.56905
C -1.11522 4.94237 2.72181
C -0.76904 4.53249 1.39606
C -0.12581 5.39256 0.48728
C 0.15562 4.94603 -0.77755
C -0.23560 3.65078 -1.13626
N -0.83776 2.81939 -0.30322
C -1.08054 3.23172 0.96041
H -3.35299 -0.18205 4.25252
H -2.63669 -0.81775 1.96166
H -2.94282 2.15549 5.03472
H -1.99809 4.40517 4.57160
H -0.87722 5.95359 3.02690
H 0.13797 6.39556 0.79891
H 0.65172 5.57535 -1.50302
H -0.05466 3.27312 -2.13782
N 0.34715 -1.48075 -3.67993
C -0.46206 -0.76048 -4.70437
P -1.00129 0.88480 -3.98398
O -0.97044 1.95872 -4.98715
O -0.17204 0.96441 -2.72256
C -2.78751 0.69020 -3.39774
N -2.84680 1.15823 -1.98294
H 0.93878 -2.20911 -4.06644
H -0.27699 -1.86531 -2.88610
H 0.89602 -0.75689 -3.19322
H -1.28461 -1.37251 -5.06758
H 0.18528 -0.50434 -5.54238
H -3.15968 -0.33039 -3.45127
H -3.39781 1.33693 -4.02448
H -3.78707 1.30735 -1.62545
H -2.27495 1.99605 -1.85213
H -2.37548 0.43034 -1.40082
```

Summary:
Energy relative to the best compared isomer or geometry (same formula, charge and spin) (kJ/mol): 31.8
Charge: +1
HOMO (eV): -10.150
2S+1: 1
Max |F| (eV/Å): 1.67
Electronic energy (Ha): -2521.2479

Number 2 is which compound?
C27H29AgN8O2PS

Which formula does entry 2 have?
C27H29AgN8O2PS